Entry 1:
{"formula": "C5H12O2", "method": "ωB97M-V/def2-TZVPD", "symbols": ["C", "C", "C", "O", "O", "H", "H", "H", "H", "H", "H", "C", "C", "H", "H", "H", "H", "H", "H"], "xyz": [[-0.292306, 1.430752, -0.583313], [0.694955, 2.151665, -1.480285], [0.950656, -0.804290, 0.874283], [-0.336467, 2.078182, 0.669223], [2.060854, -0.589345, 0.385150], [0.523707, 1.980492, 1.119312], [-1.303578, 1.491634, -0.999346], [0.667362, -0.394827, 1.856332], [1.699277, 2.063988, -1.051320], [0.710286, 1.738478, -2.493272], [0.427431, 3.207787, -1.583639], [0.097354, -2.064372, 0.457764], [-1.393285, -1.873845, 0.663084], [-1.622159, -0.957316, 1.214867], [-1.900538, -1.790107, -0.303282], [0.340570, -2.395619, -0.555813], [0.466443, -2.847963, 1.125282], [0.033754, 0.299403, -0.514745], [-1.824317, -2.724697, 1.199718]], "atomic_forces_ev_per_a": [[0.6698, -1.1681, -0.4784], [0.0809, -0.1023, -0.3610], [2.3944, -2.8236, -0.7244], [0.2016, -0.3964, 0.7921], [-2.0996, 0.2141, 0.8404], [-0.4676, 0.0877, -0.4364], [0.1345, -0.1703, 0.1818], [-0.3237, 0.6246, -0.1760], [-0.0708, 0.0830, -0.1468], [0.0584, -0.1370, 0.1258], [0.0472, -0.1103, 0.2152], [0.6745, 1.2253, 0.2023], [-0.5161, -0.0674, -0.1920], [0.0373, -0.1215, 0.0801], [-0.0161, -0.0011, 0.1968], [0.1363, 0.2793, 0.1349], [0.1468, 0.0933, 0.0981], [-1.0263, 2.2640, -0.2518], [-0.0613, 0.2266, -0.1006]], "lowdin_charge": [-0.339, -0.087, -0.281, -0.085, 0.012, 0.091, 0.118, 0.126, 0.076, 0.076, 0.078, -0.207, -0.120, 0.072, 0.074, 0.113, 0.111, 0.099, 0.071], "relative_energy_kcal_mol": 42.0, "multiplicity": 1, "charge": 0, "energy_ev": -9473.3135, "smiles": "CCC=O.CCO"}

Entry 2:
{"formula": "C5H12O2", "method": "ωB97M-V/def2-TZVPD", "symbols": ["C", "O", "C", "C", "C", "C", "O", "H", "H", "H", "H", "H", "H", "H", "H", "H", "H", "H", "H"], "xyz": [[-1.600526, -0.249330, 1.648331], [-0.391055, -0.594706, 1.092767], [-0.122586, -0.081629, -0.071541], [-0.867258, 2.116852, 0.486720], [1.292210, -0.126397, -0.537391], [1.578128, -1.301922, -1.478230], [1.465285, -2.548683, -0.831891], [-2.457479, -0.483510, 1.008341], [-1.311021, 1.134220, 1.237218], [-1.670551, -0.652994, 2.656160], [-0.935287, -0.026684, -0.798074], [-1.045789, 2.870871, 1.264952], [-1.592919, 2.286541, -0.315596], [0.136664, 2.311153, 0.100940], [1.949551, -0.185768, 0.336448], [1.506747, 0.814900, -1.062839], [0.914548, -1.239679, -2.357095], [2.608242, -1.240123, -1.842002], [0.608234, -2.578965, -0.386360]], "atomic_forces_ev_per_a": [[-0.2337, -0.1594, 0.1240], [0.1454, 0.1229, -0.1559], [0.0095, -0.0993, -0.0610], [0.0598, 0.1575, -0.0837], [-0.0115, 0.0261, 0.0811], [0.0833, 0.3064, -0.2245], [-0.2217, -0.0943, 0.1253], [0.1093, 0.0613, 0.0754], [0.0123, 0.0337, -0.0365], [0.0051, 0.0566, -0.1384], [0.0879, 0.0392, 0.1098], [-0.0104, -0.1404, -0.0740], [0.1145, -0.0435, 0.0969], [-0.1397, -0.0342, 0.0701], [-0.0699, 0.0184, -0.1078], [-0.0272, -0.1300, 0.0275], [0.0827, -0.0504, 0.1500], [-0.1358, 0.0088, 0.0496], [0.1402, -0.0794, -0.0278]], "lowdin_charge": [-0.105, -0.118, -0.219, -0.080, -0.138, -0.269, -0.056, 0.083, 0.035, 0.073, 0.141, 0.031, 0.033, 0.012, 0.134, 0.121, 0.119, 0.120, 0.082], "relative_energy_kcal_mol": 121.9, "multiplicity": 1, "charge": 0, "energy_ev": -9469.8514}

In the order shown, the computed E_HOMO values come out to -0.3641 -0.2843 Eh.